Record 1
This record from OMol25 describes C50H49BrN5RbS4SbSi as an isolated structure. The level of theory is ωB97M-V/def2-TZVPD.

* gap between HOMO and LUMO: 6.6 eV

```
! RIJCOSX wB97M-V def2-TZVPD def2/J DEFGRID3
* xyz -1 1
Rb 1.25 17.33 19.37
C 1.68 11.28 22.37
Si 2.60 11.32 20.69
C 1.72 10.87 19.16
C 3.93 10.01 20.90
C 3.46 12.96 20.29
C 4.82 13.05 20.31
C 5.44 14.32 20.16
C 4.64 15.42 20.20
N 3.31 15.41 20.25
C 2.69 14.22 20.23
S 0.92 14.03 20.38
H 1.50 10.14 22.75
H 0.83 11.95 22.37
H 2.39 11.69 23.12
H 0.88 11.51 18.82
H 1.60 9.82 19.00
H 2.46 11.12 18.38
H 3.63 9.10 20.90
H 4.63 10.09 21.87
H 4.86 10.03 20.02
H 5.52 12.17 20.51
H 6.57 14.42 20.16
H 5.13 16.41 20.28
S 5.06 19.59 16.63
C 3.90 18.70 15.92
N 2.75 19.15 15.40
C 2.01 18.27 14.53
C 2.88 17.36 13.72
N 3.84 16.63 14.58
C 4.14 15.31 14.22
C 3.12 14.24 14.52
C 2.82 13.82 15.83
C 1.86 12.85 16.05
C 1.22 12.20 15.02
C 1.61 12.54 13.70
C 2.50 13.56 13.48
C 4.20 17.18 15.76
S 4.85 16.43 17.07
C 2.12 20.44 15.63
C 2.60 21.56 14.74
C 3.88 21.70 14.29
C 4.13 22.72 13.34
C 3.21 23.67 12.91
C 1.92 23.56 13.44
C 1.65 22.49 14.30
H 1.37 18.79 13.84
H 1.34 17.64 15.13
H 3.46 17.98 13.01
H 2.27 16.63 13.13
H 5.11 15.04 14.74
H 4.48 15.20 13.19
H 3.20 14.43 16.66
H 1.57 12.59 17.12
H 0.41 11.50 15.09
H 1.13 12.05 12.85
H 2.65 13.93 12.40
H 2.28 20.68 16.64
H 1.06 20.29 15.47
H 4.68 21.05 14.73
H 5.14 22.71 12.86
H 3.48 24.45 12.25
H 1.08 24.17 13.06
H 0.66 22.41 14.74
Br -0.71 18.59 17.04
N 3.08 23.54 24.79
C 2.85 22.81 23.92
C 2.66 21.90 22.83
C 3.03 20.58 23.04
C 2.77 19.63 22.01
N 2.36 19.99 20.82
C 2.10 21.28 20.56
C 2.26 22.27 21.55
H 3.49 20.29 23.95
H 3.05 18.58 22.17
H 1.61 21.45 19.60
H 1.97 23.26 21.34
S -0.45 17.62 22.69
Sb -0.20 15.76 23.86
C 1.80 15.04 24.34
C 2.49 15.74 25.37
C 3.84 15.57 25.59
C 4.61 14.72 24.81
C 3.99 14.04 23.77
C 2.59 14.29 23.48
C -1.59 14.13 23.79
C -1.32 12.86 24.35
C -2.29 11.91 24.63
C -3.63 12.33 24.33
C -3.92 13.51 23.68
C -2.90 14.43 23.40
C -0.59 16.31 25.92
C -1.06 17.66 26.12
C -1.13 18.08 27.46
C -0.81 17.22 28.46
C -0.52 15.88 28.27
C -0.41 15.43 26.95
H 1.85 16.34 26.02
H 4.41 16.14 26.36
H 5.65 14.57 24.88
H 4.56 13.46 23.10
H 2.17 13.90 22.57
H -0.31 12.64 24.68
H -2.08 10.91 24.91
H -4.39 11.59 24.46
H -4.94 13.78 23.50
H -3.15 15.32 22.85
H -1.14 18.34 25.26
H -1.53 19.09 27.68
H -0.92 17.49 29.52
H -0.36 15.16 29.12
H -0.05 14.52 26.80
*
```

***

Record 2
This record from OMol25 describes a 9-piece molecular cluster, C50H49F7N2 overall. The level of theory is ωB97M-V/def2-TZVPD.

* expectation value of S²: 0.77
* gap between HOMO and LUMO (alpha / beta): 6.8 / 2.5 eV

```
! RIJCOSX wB97M-V def2-TZVPD def2/J DEFGRID3
* xyz 1 2
C -4.00 1.25 -2.72
C -5.04 0.58 -3.67
C -6.44 1.13 -3.44
C -7.11 1.15 -2.13
N -7.61 1.18 -1.07
H -3.01 0.81 -2.86
H -4.25 1.39 -1.67
H -3.98 2.28 -3.07
H -5.07 -0.50 -3.51
H -4.73 0.80 -4.69
H -7.12 0.65 -4.14
H -6.52 2.20 -3.65
C -3.52 2.66 2.26
C -4.44 1.47 2.02
C -5.76 1.87 1.44
C -6.59 2.84 2.23
N -7.21 3.62 2.83
H -3.22 3.23 1.37
H -2.62 2.33 2.78
H -4.12 3.29 2.91
H -4.58 0.88 2.93
H -3.90 0.81 1.33
H -6.34 0.95 1.44
H -5.60 2.15 0.40
F 7.62 -2.75 2.08
C 6.52 -2.90 1.34
C 5.42 -3.56 1.89
C 4.21 -3.55 1.16
C 4.16 -2.89 -0.07
C 5.30 -2.28 -0.62
C 6.54 -2.32 0.04
H 5.43 -4.04 2.86
H 3.35 -4.12 1.49
H 3.30 -3.06 -0.69
H 5.12 -1.87 -1.60
H 7.34 -1.69 -0.31
F 0.18 2.05 2.50
C 0.38 1.24 1.45
C -0.66 0.78 0.64
C -0.40 -0.06 -0.47
C 0.90 -0.41 -0.77
C 1.94 0.12 -0.02
C 1.72 0.93 1.11
H -1.64 1.21 0.82
H -1.26 -0.33 -1.06
H 1.10 -1.00 -1.64
H 2.95 -0.20 -0.24
H 2.54 1.17 1.76
F 4.00 6.24 -0.11
C 3.58 6.13 1.20
C 2.93 4.97 1.62
C 2.54 4.77 2.95
C 2.81 5.81 3.85
C 3.56 6.91 3.47
C 4.02 7.04 2.16
H 2.86 4.09 1.00
H 2.02 3.88 3.27
H 2.55 5.82 4.89
H 3.77 7.64 4.23
H 4.71 7.81 1.85
F 8.99 0.65 0.74
C 8.01 1.51 0.38
C 6.69 1.19 0.73
C 5.68 2.03 0.29
C 5.99 3.21 -0.42
C 7.30 3.48 -0.79
C 8.34 2.61 -0.40
H 6.58 0.31 1.34
H 4.65 1.89 0.60
H 5.23 3.85 -0.83
H 7.64 4.30 -1.40
H 9.35 2.83 -0.71
F -6.27 -2.58 -3.09
C -5.81 -2.41 -1.84
C -4.46 -2.62 -1.57
C -3.93 -2.24 -0.36
C -4.79 -1.75 0.63
C -6.11 -1.60 0.38
C -6.66 -1.94 -0.87
H -3.79 -2.99 -2.34
H -2.89 -2.34 -0.09
H -4.45 -1.55 1.63
H -6.81 -1.26 1.14
H -7.72 -1.85 -1.08
F 1.11 -4.33 0.06
C 0.05 -3.99 0.86
C -1.00 -4.91 0.98
C -2.08 -4.60 1.81
C -2.08 -3.39 2.51
C -1.01 -2.47 2.33
C 0.04 -2.80 1.49
H -0.92 -5.82 0.41
H -2.91 -5.27 1.95
H -2.88 -3.06 3.15
H -1.01 -1.50 2.81
H 0.86 -2.11 1.34
F 2.58 -4.44 -3.14
C 1.37 -3.87 -3.31
C 0.22 -4.49 -2.84
C -0.99 -3.90 -2.98
C -1.01 -2.64 -3.54
C 0.11 -1.95 -3.95
C 1.33 -2.61 -3.89
H 0.41 -5.51 -2.53
H -1.90 -4.40 -2.67
H -1.97 -2.18 -3.66
H 0.00 -0.95 -4.35
H 2.23 -2.12 -4.23
*
```

***

Record 3
This record from OMol25 describes a 6-piece molecular cluster, C50H51N6O14P2 overall. The level of theory is ωB97M-V/def2-TZVPD.

* gap between HOMO and LUMO: 5.8 eV

```
! RIJCOSX wB97M-V def2-TZVPD def2/J DEFGRID3
* xyz -1 1
C 0.44 3.32 -0.08
C -0.44 2.09 0.24
P 0.07 0.56 -0.70
C 1.92 0.58 -0.60
C 2.62 -0.13 -1.81
C -0.44 -0.97 0.21
C 0.52 -1.94 0.28
C 0.33 -3.13 0.95
P 1.74 -4.30 0.99
N 2.77 -4.01 -0.19
C -0.89 -3.31 1.56
C -1.89 -2.36 1.48
C -1.71 -1.16 0.78
C -2.82 -0.14 0.68
C -3.26 0.25 -0.77
C -3.50 -0.92 -1.79
C -2.21 -1.25 -2.61
C -4.16 -2.17 -1.19
C -3.19 -2.70 2.22
O -4.31 -2.42 1.83
C -2.98 -3.46 3.49
C -2.02 -4.37 3.59
C -1.75 -5.15 4.87
O -2.66 -5.76 5.47
O -0.56 -5.06 5.25
C -1.15 -4.58 2.38
O -0.71 -5.66 2.06
H 1.39 3.17 0.45
H 0.66 3.41 -1.14
H -0.02 4.21 0.36
H -1.48 2.37 0.02
H -0.44 1.84 1.31
H 2.26 0.03 0.29
H 2.35 1.58 -0.51
H 3.27 -0.93 -1.42
H 1.92 -0.51 -2.56
H 3.32 0.59 -2.26
H 1.50 -1.84 -0.19
H 1.28 -5.62 0.85
H 2.35 -4.21 2.26
H 3.67 -3.78 0.23
H -2.44 0.76 1.18
H -3.72 -0.42 1.22
H -4.24 0.75 -0.66
H -2.60 0.97 -1.26
H -4.20 -0.52 -2.54
H -1.60 -2.03 -2.14
H -2.55 -1.54 -3.61
H -1.67 -0.32 -2.76
H -4.73 -2.71 -1.96
H -3.43 -2.88 -0.79
H -4.88 -1.85 -0.43
H -3.63 -3.24 4.34
C -8.68 0.18 4.36
C -9.01 1.37 3.73
C -8.05 2.09 3.05
C -6.75 1.61 3.00
C -6.40 0.42 3.63
C -7.37 -0.29 4.31
N -5.73 2.35 2.26
O -6.05 3.39 1.73
O -4.61 1.87 2.22
H -9.43 -0.38 4.89
H -10.03 1.74 3.77
H -8.31 3.02 2.56
H -5.39 0.05 3.59
H -7.11 -1.22 4.81
C 4.41 -7.62 -4.32
C 4.37 -7.33 -2.96
C 4.94 -6.16 -2.49
C 5.54 -5.29 -3.39
C 5.59 -5.57 -4.74
C 5.02 -6.75 -5.21
N 6.13 -4.03 -2.90
O 6.09 -3.82 -1.71
O 6.62 -3.28 -3.73
H 3.96 -8.54 -4.68
H 3.90 -8.01 -2.27
H 4.91 -5.93 -1.43
H 6.07 -4.90 -5.44
H 5.05 -6.98 -6.26
C 4.96 -2.32 -7.39
C 4.78 -2.47 -6.03
C 3.62 -1.99 -5.43
C 2.67 -1.36 -6.20
C 2.85 -1.18 -7.57
C 4.00 -1.67 -8.16
N 1.44 -0.86 -5.56
O 1.35 -1.02 -4.37
O 0.61 -0.33 -6.27
H 5.86 -2.70 -7.86
H 5.53 -2.98 -5.43
H 3.48 -2.12 -4.36
H 2.10 -0.68 -8.16
H 4.15 -1.54 -9.23
C 5.13 7.11 2.09
C 5.32 6.46 0.87
C 4.23 6.14 0.08
C 2.96 6.48 0.51
C 2.75 7.12 1.72
C 3.85 7.43 2.51
N 1.80 6.16 -0.34
O 2.02 5.58 -1.39
O 0.70 6.50 0.06
H 5.98 7.36 2.70
H 6.32 6.21 0.54
H 4.38 5.63 -0.86
H 1.76 7.37 2.05
H 3.70 7.94 3.46
C -2.39 3.55 5.55
C -1.29 4.14 6.14
C -0.59 5.13 5.47
C -1.00 5.51 4.21
C -2.10 4.92 3.60
C -2.79 3.93 4.28
N -0.27 6.56 3.50
O 0.70 7.04 4.06
O -0.67 6.90 2.41
H -2.94 2.78 6.08
H -0.98 3.84 7.14
H 0.27 5.59 5.93
H -2.42 5.21 2.61
H -3.65 3.47 3.82
*
```

***

Record 4
This record from OMol25 describes C50H52Br3F4HgIN2O2PSb as an isolated structure. The level of theory is ωB97M-V/def2-TZVPD.

* expectation value of S²: 0.76
* gap between HOMO and LUMO (alpha / beta): 7.7 / 5.8 eV

```
! RIJCOSX wB97M-V def2-TZVPD def2/J DEFGRID3
* xyz 1 2
Hg 0.68 -0.99 0.05
F -6.71 0.69 4.02
C -5.77 0.17 3.24
C -6.09 -0.76 2.28
F -7.35 -1.15 2.13
C -5.10 -1.29 1.48
F -5.48 -2.21 0.59
C -3.76 -0.91 1.60
P -2.41 -1.53 0.52
C -3.17 -1.68 -1.13
C -2.69 -2.65 -2.01
C -3.17 -2.73 -3.31
C -4.14 -1.83 -3.74
C -4.60 -0.84 -2.89
C -4.11 -0.76 -1.59
C -2.23 -3.26 1.10
C -1.12 -3.54 1.89
C -0.89 -4.82 2.36
C -1.77 -5.84 2.04
C -2.89 -5.57 1.26
C -3.12 -4.28 0.79
C -3.47 0.02 2.60
Br -1.70 0.60 2.93
C -4.45 0.56 3.40
F -4.16 1.46 4.34
H -1.94 -3.36 -1.67
H -2.80 -3.49 -3.97
H -4.53 -1.90 -4.75
H -5.35 -0.14 -3.22
H -4.47 0.03 -0.94
H -0.43 -2.74 2.14
H -0.02 -5.03 2.97
H -1.59 -6.85 2.38
H -3.59 -6.36 1.01
H -3.99 -4.09 0.16
C -1.82 1.90 -0.74
O -0.53 1.48 -1.16
C -0.10 1.94 -2.37
C -0.85 2.74 -3.21
C -0.29 3.15 -4.42
Br -1.32 4.23 -5.58
C 0.98 2.78 -4.79
C 1.74 1.97 -3.94
C 1.20 1.55 -2.73
O 1.87 0.77 -1.85
C 3.09 1.52 -4.30
N 3.80 0.70 -3.56
C 4.99 0.50 -4.25
C 6.08 -0.31 -3.94
C 7.13 -0.34 -4.83
C 7.11 0.43 -6.01
C 6.03 1.24 -6.33
C 4.98 1.24 -5.42
N 3.75 1.89 -5.43
H -2.59 1.53 -1.42
H -1.88 2.98 -0.67
H -1.97 1.46 0.25
H -1.85 3.03 -2.96
H 1.37 3.12 -5.74
H 2.73 0.51 -2.28
H 6.09 -0.91 -3.04
H 7.99 -0.96 -4.63
H 7.95 0.38 -6.69
H 6.02 1.83 -7.23
H 3.41 2.51 -6.14
Br 1.99 -8.03 -0.76
C 2.91 -6.63 0.10
C 4.00 -6.97 0.90
C 4.71 -5.98 1.56
C 4.36 -4.65 1.40
C 3.28 -4.31 0.61
C 2.54 -5.30 -0.04
I 0.93 -4.70 -1.20
H 4.28 -8.01 1.00
H 5.56 -6.26 2.18
H 4.93 -3.88 1.90
H 3.00 -3.28 0.46
C 5.63 0.95 1.89
C 4.41 0.72 1.01
C 4.49 -0.66 0.36
C 4.34 1.81 -0.06
Sb 2.49 0.76 2.09
C 2.63 -0.59 3.83
C 1.62 -0.20 4.90
C 2.30 -1.98 3.29
C 4.04 -0.59 4.42
C 2.17 2.86 2.68
C 1.12 2.94 3.78
C 1.65 3.56 1.42
C 3.48 3.47 3.16
H 6.51 1.06 1.24
H 5.83 0.12 2.56
H 5.56 1.86 2.49
H 5.43 -0.74 -0.20
H 3.67 -0.84 -0.34
H 4.49 -1.46 1.10
H 5.17 1.68 -0.76
H 4.44 2.81 0.38
H 3.42 1.78 -0.63
H 0.61 -0.06 4.49
H 1.91 0.71 5.43
H 1.56 -1.00 5.64
H 1.30 -2.01 2.85
H 2.32 -2.70 4.11
H 3.01 -2.31 2.54
H 4.36 0.41 4.75
H 4.77 -0.98 3.72
H 4.05 -1.24 5.31
H 0.20 2.41 3.53
H 0.85 3.99 3.93
H 1.48 2.56 4.73
H 0.74 3.08 1.04
H 2.39 3.56 0.62
H 1.41 4.60 1.66
H 3.92 2.91 3.99
H 3.30 4.49 3.51
H 4.22 3.53 2.36
*
```

***

| no. | E (eV) |
| --- | --- |
| 1 | -188550.6655 |
| 2 | -74636.5030 |
| 3 | -108847.0322 |
| 4 | -308862.4221 |